(1)
C22H22BCl3MgN5O2S | ωB97M-V/def2-TZVPD

Geometry as ORCA input:
```
! RIJCOSX wB97M-V def2-TZVPD def2/J DEFGRID3
* xyz -1 1
Mg -3.653 0.827 1.795
Cl 0.537 -4.032 -2.772
C 0.791 -2.376 -2.304
C 1.491 -2.096 -1.143
C 1.682 -0.771 -0.788
C 1.197 0.284 -1.557
C 1.396 1.746 -1.186
C 1.661 1.976 0.306
N 0.606 1.384 1.101
C 0.766 0.502 2.145
C -0.490 0.182 2.560
N -1.413 0.859 1.803
C -0.724 1.574 0.945
O 2.339 2.407 -2.027
C 3.715 2.383 -1.690
C 4.366 1.025 -1.716
C 4.400 0.202 -2.805
Cl 3.722 0.520 -4.341
S 5.205 -1.284 -2.491
C 5.541 -0.805 -0.881
C 5.045 0.432 -0.611
C 0.495 -0.051 -2.717
Cl -0.149 1.194 -3.742
C 0.286 -1.367 -3.101
H 1.877 -2.899 -0.532
H 2.236 -0.561 0.116
H 0.464 2.260 -1.421
H 1.727 3.050 0.489
H 2.598 1.525 0.632
H 1.741 0.198 2.485
H -0.793 -0.476 3.356
H -1.155 2.254 0.230
H 3.897 2.839 -0.711
H 4.174 3.031 -2.437
H 6.089 -1.460 -0.223
H 5.155 0.924 0.347
H -0.264 -1.592 -4.003
B -2.319 5.545 1.262
C -2.875 4.052 1.333
N -3.210 2.952 1.432
H -3.192 6.305 1.610
H -1.985 5.749 0.108
H -1.357 5.592 2.006
O -5.412 0.429 2.156
N -3.914 -5.488 1.044
C -3.679 -4.126 1.228
C -2.425 -3.579 0.931
C -2.260 -2.216 1.067
N -3.226 -1.392 1.464
C -4.464 -1.892 1.728
C -4.696 -3.259 1.609
H -3.099 -6.074 1.113
H -4.688 -5.853 1.574
H -1.608 -4.204 0.591
H -1.298 -1.769 0.829
H -5.158 -0.940 1.992
H -5.691 -3.644 1.810
*
```

Values from the calculation:
- relative energy (zero: lowest compared OMol25 entry of this formula, charge and spin) (kcal per mole) = 56.7
- HOMO energy (eV) = -2.671
- largest force on an atom (hartree/bohr) = 0.018

***

(2)
C19H41MoNO4P2Si | ωB97M-V/def2-TZVPD

Geometry as ORCA input:
```
! RIJCOSX wB97M-V def2-TZVPD def2/J DEFGRID3
* xyz 0 3
Mo -0.203 0.230 -0.858
Si 0.169 -1.888 -2.048
P 0.473 1.416 -2.677
N -1.945 0.636 -1.031
H 0.567 1.504 -0.079
C 0.805 3.208 -2.643
H 0.960 3.574 -3.670
H 1.704 3.409 -2.048
H -0.037 3.748 -2.193
C 1.894 0.865 -3.679
H 1.969 1.528 -4.555
H 1.765 -0.169 -4.017
H 2.811 0.933 -3.083
C -0.877 1.362 -3.916
H -0.554 1.921 -4.806
H -1.783 1.827 -3.511
H -1.111 0.330 -4.199
C 1.878 -2.710 -2.150
H 2.275 -2.931 -1.146
H 2.596 -2.083 -2.700
H 1.716 -3.659 -2.695
H -0.597 -2.950 -1.322
H -0.237 -1.857 -3.492
C -3.254 0.432 -1.152
C -5.520 1.159 -0.752
C -4.172 1.300 -0.503
C -3.738 -0.672 -1.922
C -5.094 -0.790 -2.153
C -5.984 0.128 -1.580
H -6.218 1.871 -0.304
H -3.721 2.067 0.147
H -2.981 -1.374 -2.316
H -5.452 -1.595 -2.790
H -7.045 0.034 -1.781
C 3.333 0.163 0.034
O 2.410 -0.170 -0.732
C 3.097 0.806 1.355
H 4.004 1.358 1.661
H 2.888 0.026 2.112
H 2.228 1.489 1.306
C 4.748 -0.166 -0.355
H 5.326 0.765 -0.458
H 4.763 -0.730 -1.300
H 5.217 -0.755 0.446
C -1.612 2.845 3.163
C -0.918 2.027 2.095
O -1.475 0.691 2.033
P -0.962 -0.939 1.634
O -1.176 -1.409 3.205
C -0.553 -0.756 4.366
C 0.944 -0.761 4.490
O 0.590 -1.605 1.560
C 0.635 -3.071 1.814
C 2.068 -3.455 2.032
H -2.680 2.959 2.991
H -1.210 3.859 3.183
H -1.466 2.433 4.159
H -1.026 2.514 1.116
H 0.159 1.962 2.297
H -0.923 0.271 4.401
H -1.004 -1.310 5.201
H 1.480 -0.119 3.785
H 1.149 -0.343 5.479
H 1.360 -1.766 4.529
H 0.068 -3.261 2.733
H 0.174 -3.621 0.975
H 2.573 -2.745 2.701
H 2.103 -4.441 2.518
H 2.627 -3.547 1.092
*
```

Values from the calculation:
- relative energy (zero: lowest compared OMol25 entry of this formula, charge and spin) (kcal per mole) = 20.6
- expectation value of S² = 2.02
- HOMO energy (alpha / beta) (eV) = -5.716 / -7.277
- largest force on an atom (hartree/bohr) = 0.059

***

(3)
C22H46F5N5O4SSi2 | ωB97M-V/def2-TZVPD

Geometry as ORCA input:
```
! RIJCOSX wB97M-V def2-TZVPD def2/J DEFGRID3
* xyz 0 1
C -3.839 3.666 -0.102
C -2.397 4.181 0.563
C -1.308 2.912 0.550
C -1.438 2.190 2.016
O -0.826 0.851 2.107
N -1.564 0.037 2.907
C -1.577 0.444 4.395
C -1.118 -0.760 5.407
O -0.213 -1.761 4.822
C -0.337 -2.930 5.753
C -1.539 -3.967 5.347
C -2.307 -1.037 2.487
N -3.206 -2.007 3.254
C -3.818 -3.104 2.408
N -3.240 -2.697 1.048
S -3.782 -3.739 -0.244
O -4.193 -5.177 0.261
O -2.757 -3.969 -1.380
C -5.317 -2.903 -1.006
F -5.137 -3.016 -2.478
F -5.159 -1.443 -0.673
C -6.734 -3.509 -0.446
F -7.870 -2.747 -1.081
F -6.779 -3.274 1.024
F -6.971 -4.942 -0.823
N -2.435 -1.569 1.077
C -1.840 -1.104 -0.233
C -0.348 -1.800 -0.511
C -0.137 -2.128 -2.135
C -0.045 -3.099 0.442
H -4.352 2.865 0.612
H -4.611 4.535 -0.243
H -3.660 3.140 -1.148
H -2.668 4.504 1.665
H -2.050 5.079 -0.119
H -1.621 2.247 -0.362
H -0.247 3.424 0.373
H -0.836 2.878 2.783
H -2.565 2.226 2.395
H -0.836 1.356 4.609
H -2.667 0.858 4.595
H -2.126 -1.276 5.785
H -0.582 -0.267 6.325
H -0.607 -2.481 6.823
H 0.655 -3.545 5.851
H -2.618 -3.560 5.618
H -1.551 -4.283 4.220
H -1.361 -4.967 5.968
H -4.519 -3.997 2.695
H -2.533 -1.306 -1.179
H -1.637 0.069 -0.252
H 0.494 -0.996 -0.258
H -1.076 -1.745 -2.764
H -0.031 -3.275 -2.349
H 0.868 -1.612 -2.516
H -0.682 -4.052 0.202
H -0.184 -2.886 1.603
H 1.098 -3.422 0.326
C 1.703 1.982 -2.199
Si 3.573 2.241 -2.317
C 4.361 1.149 -1.012
C 3.905 4.034 -1.882
N 4.077 1.833 -3.933
Si 5.750 1.956 -4.409
C 6.872 0.825 -3.420
C 6.410 3.707 -4.297
C 5.889 1.428 -6.220
H 1.352 2.231 -1.194
H 1.178 2.622 -2.914
H 1.443 0.939 -2.404
H 3.851 1.282 -0.053
H 5.413 1.399 -0.859
H 4.288 0.093 -1.288
H 3.555 4.701 -2.676
H 4.968 4.219 -1.714
H 3.378 4.302 -0.961
H 7.020 1.192 -2.403
H 7.858 0.768 -3.892
H 6.463 -0.188 -3.372
H 5.725 4.416 -4.770
H 7.375 3.778 -4.809
H 6.570 4.013 -3.260
H 5.281 2.076 -6.859
H 5.551 0.396 -6.348
H 6.929 1.494 -6.552
*
```

Values from the calculation:
- HOMO energy (eV) = -4.696
- largest force on an atom (hartree/bohr) = 0.179

***

(4)
C18H16ClN3O4 | ωB97M-V/def2-TZVPD

Geometry as ORCA input:
```
! RIJCOSX wB97M-V def2-TZVPD def2/J DEFGRID3
* xyz 0 1
O 3.202 -3.371 -0.800
C 2.888 -2.581 0.056
C 2.528 -2.948 1.498
N 1.253 -2.368 1.852
C 0.085 -2.957 1.536
O -0.060 -4.136 1.305
C -1.103 -1.980 1.446
C -1.763 -2.215 0.081
O -2.827 -1.326 -0.150
C -2.518 -0.025 0.144
C -3.291 0.987 -0.412
C -2.998 2.311 -0.153
C -1.932 2.638 0.669
C -1.168 1.640 1.241
C -1.451 0.306 0.980
O -0.643 -0.646 1.560
N 2.729 -1.253 -0.238
N 2.619 -0.306 0.719
C 2.139 0.852 0.492
C 1.437 1.398 -0.662
C 1.378 2.786 -0.823
C 0.596 3.357 -1.804
C -0.166 2.541 -2.629
Cl -1.188 3.248 -3.820
C -0.126 1.162 -2.491
C 0.677 0.598 -1.520
H 2.454 -4.035 1.564
H 3.297 -2.574 2.176
H 1.249 -1.363 1.981
H -1.833 -2.193 2.241
H -2.166 -3.226 0.033
H -1.001 -2.096 -0.703
H -4.115 0.705 -1.048
H -3.600 3.089 -0.596
H -1.699 3.672 0.874
H -0.347 1.869 1.901
H 2.784 -0.989 -1.222
H 2.231 1.519 1.341
H 1.956 3.418 -0.165
H 0.557 4.428 -1.922
H -0.729 0.538 -3.131
H 0.664 -0.475 -1.399
*
```

Values from the calculation:
- SMILES = O=C(CNC(=O)[C@@H]1COc2ccccc2O1)N/N=C\c1ccc(Cl)cc1
- relative energy (zero: lowest compared OMol25 entry of this formula, charge and spin) (kcal per mole) = 0.0
- HOMO energy (eV) = -8.654
- largest force on an atom (hartree/bohr) = 0.025

***

(5)
C6H9N | ωB97M-V/def2-TZVPD

Geometry as ORCA input:
```
! RIJCOSX wB97M-V def2-TZVPD def2/J DEFGRID3
* xyz 0 1
H -0.011 2.370 -1.093
N -0.002 2.558 -0.091
C 0.357 1.559 0.621
C 1.233 0.329 0.028
C 2.559 0.344 0.105
C 0.276 -0.705 -0.151
C -1.067 -0.458 -0.242
C -2.077 -1.561 -0.138
H 0.386 1.599 1.713
H 3.152 -0.490 -0.257
H 3.091 1.239 0.416
H 0.591 -1.695 0.180
H -1.441 0.425 -0.752
H -1.790 -2.294 0.622
H -2.205 -2.075 -1.096
H -3.052 -1.145 0.136
*
```

Values from the calculation:
- SMILES = [H]/N=C\C(=C)/C=C/C
- relative energy (zero: lowest compared OMol25 entry of this formula, charge and spin) (kcal per mole) = 66.0
- HOMO energy (eV) = -8.781
- largest force on an atom (hartree/bohr) = 0.078

***

(6)
C21H34N2O3S | ωB97M-V/def2-TZVPD

Geometry as ORCA input:
```
! RIJCOSX wB97M-V def2-TZVPD def2/J DEFGRID3
* xyz 0 1
C 0.575 1.815 5.843
C 1.277 1.368 4.576
O 0.327 0.700 3.745
C 0.775 0.255 2.568
O 1.917 0.398 2.210
C -0.312 -0.486 1.799
C -0.558 -1.812 2.545
C 0.663 -2.735 2.613
C 0.609 -3.656 3.839
C 1.805 -4.606 3.825
C 1.836 -5.355 2.495
C 1.811 -4.343 1.350
O 0.685 -3.502 1.423
C -1.606 0.337 1.786
C -1.428 1.616 0.974
N -1.082 1.276 -0.390
C -1.096 2.418 -1.282
C -1.112 1.957 -2.695
N -0.456 2.479 -3.663
C -0.679 1.846 -4.849
C 0.019 2.328 -6.084
C -0.371 3.781 -6.359
C 1.531 2.201 -5.897
C -1.542 0.798 -4.764
S -2.103 0.586 -3.148
C 0.197 0.586 -0.427
C 0.123 -0.723 0.351
H 1.280 2.327 6.491
H 0.168 0.955 6.369
H -0.241 2.491 5.601
H 2.100 0.678 4.796
H 1.691 2.221 4.026
H -1.351 -2.360 2.035
H -0.890 -1.580 3.558
H 1.591 -2.139 2.670
H -0.319 -4.231 3.803
H 0.611 -3.054 4.750
H 1.741 -5.309 4.658
H 2.726 -4.029 3.938
H 0.958 -5.999 2.418
H 2.730 -5.975 2.419
H 2.731 -3.737 1.373
H 1.742 -4.844 0.382
H -1.907 0.585 2.804
H -2.392 -0.259 1.321
H -2.368 2.175 0.965
H -0.655 2.253 1.444
H -0.234 3.093 -1.142
H -2.011 2.991 -1.090
H -0.298 1.702 -6.925
H -0.098 4.399 -5.507
H 0.144 4.150 -7.243
H -1.443 3.865 -6.520
H 1.843 2.787 -5.037
H 2.053 2.563 -6.780
H 1.809 1.163 -5.730
H -1.873 0.144 -5.545
H 0.443 0.373 -1.470
H 1.000 1.219 -0.012
H 1.100 -1.204 0.328
H -0.599 -1.387 -0.124
*
```

Values from the calculation:
- SMILES = CCOC(=O)C1(C[C@H]2CCCCO2)CCN(Cc2nc(C(C)C)cs2)CC1
- relative energy (zero: lowest compared OMol25 entry of this formula, charge and spin) (kcal per mole) = 4.5
- HOMO energy (eV) = -8.516
- largest force on an atom (hartree/bohr) = 0.018

***

(7)
C29H32N4O5S2 | ωB97M-V/def2-TZVPD

Geometry as ORCA input:
```
! RIJCOSX wB97M-V def2-TZVPD def2/J DEFGRID3
* xyz 0 1
C 2.455 -1.957 4.760
C 1.196 -1.137 4.540
H 1.397 -0.062 4.596
H 0.424 -1.382 5.279
O 0.695 -1.441 3.240
C 0.038 -0.492 2.584
O -0.255 0.586 3.085
C -0.270 -0.841 1.205
C -0.873 0.088 0.375
N -1.184 1.373 0.709
C -1.516 2.275 -0.274
O -1.894 1.862 -1.370
C -1.420 3.672 0.070
C -0.545 4.310 0.953
N 0.519 3.738 1.588
C 1.336 2.663 1.258
C 1.425 2.119 -0.023
C 2.176 0.984 -0.252
C 2.877 0.374 0.787
C 2.871 0.990 2.042
C 2.125 2.120 2.276
H 2.108 2.571 3.257
H 3.454 0.544 2.833
C 3.600 -0.914 0.651
O 3.988 -1.505 1.641
C 3.809 -1.458 -0.730
H 4.154 -0.683 -1.410
H 4.537 -2.265 -0.691
H 2.874 -1.869 -1.117
H 2.189 0.558 -1.243
H 0.891 2.578 -0.842
H 0.849 4.281 2.376
S -0.744 5.977 1.274
N -2.203 4.578 -0.695
C -2.117 4.651 -2.035
C -2.658 5.704 -2.719
C -3.247 6.757 -2.002
C -3.339 6.671 -0.637
C -2.788 5.568 0.033
H -3.116 5.311 1.027
H -3.816 7.441 -0.054
H -3.654 7.606 -2.528
H -2.610 5.727 -3.795
H -1.629 3.822 -2.523
H -0.953 1.618 1.674
S -1.069 -0.468 -1.236
C -0.288 -1.977 -0.811
C 0.090 -2.032 0.495
C 0.786 -3.205 1.099
H 1.743 -2.898 1.514
H 0.195 -3.623 1.912
H 0.958 -3.968 0.344
C 0.105 -2.934 -1.878
O 1.284 -3.053 -2.181
N -0.878 -3.628 -2.485
C -2.262 -3.586 -2.060
C -2.510 -4.481 -0.846
H -2.217 -5.506 -1.061
H -3.564 -4.467 -0.584
H -1.933 -4.128 0.004
H -2.877 -3.920 -2.898
H -2.545 -2.558 -1.824
C -0.527 -4.554 -3.544
C -0.798 -3.959 -4.923
H -1.851 -3.713 -5.043
H -0.213 -3.052 -5.053
H -0.517 -4.671 -5.695
H 0.539 -4.770 -3.443
H -1.094 -5.479 -3.408
H 2.920 -1.674 5.700
H 2.213 -3.016 4.787
H 3.154 -1.788 3.944
*
```

Values from the calculation:
- relative energy (zero: lowest compared OMol25 entry of this formula, charge and spin) (kcal per mole) = 0.3
- HOMO energy (eV) = -7.696
- largest force on an atom (hartree/bohr) = 0.017

***

(8)
C25H38AsN4PdSi2 | ωB97M-V/def2-TZVPD

Geometry as ORCA input:
```
! RIJCOSX wB97M-V def2-TZVPD def2/J DEFGRID3
* xyz 3 5
Pd 5.300 -0.663 -0.422
C 7.782 -0.892 -2.142
C 8.334 -1.800 -1.048
C 8.240 -1.254 0.354
C 9.337 -1.301 1.203
C 9.235 -0.812 2.494
C 8.030 -0.273 2.919
C 6.980 -0.247 2.028
N 7.083 -0.728 0.781
N 6.309 -0.935 -2.315
C 5.849 0.234 -3.102
C 5.865 1.502 -2.276
C 6.209 2.722 -2.824
C 6.131 3.862 -2.034
C 5.719 3.744 -0.717
C 5.403 2.489 -0.232
N 5.470 1.392 -0.993
C 5.816 -2.230 -2.842
C 5.494 -3.244 -1.763
C 5.563 -4.600 -2.023
C 5.196 -5.497 -1.030
C 4.777 -5.013 0.199
C 4.741 -3.646 0.392
N 5.084 -2.780 -0.570
H 8.234 -1.162 -3.101
H 8.054 0.144 -1.932
H 9.388 -1.963 -1.269
H 7.872 -2.790 -1.089
H 10.267 -1.722 0.845
H 10.087 -0.849 3.160
H 7.904 0.123 3.917
H 6.019 0.167 2.313
H 4.823 0.043 -3.424
H 6.458 0.356 -4.002
H 6.530 2.782 -3.855
H 6.394 4.828 -2.444
H 5.644 4.606 -0.069
H 5.083 2.351 0.793
H 6.537 -2.650 -3.547
H 4.899 -2.036 -3.402
H 5.900 -4.950 -2.990
H 5.242 -6.562 -1.215
H 4.487 -5.677 1.000
H 4.429 -3.221 1.337
C -13.434 0.865 1.987
Si -12.394 2.241 2.664
C -12.639 3.879 1.839
C -12.273 2.299 4.507
As -10.120 1.583 1.965
Si -8.822 0.644 0.125
C -9.451 -1.093 -0.024
C -7.052 0.769 0.673
C -9.260 1.737 -1.309
H -14.477 1.072 2.249
H -13.172 -0.101 2.418
H -13.378 0.799 0.900
H -13.639 4.241 2.095
H -12.583 3.808 0.753
H -11.921 4.623 2.184
H -13.252 2.581 4.905
H -11.552 3.042 4.847
H -12.010 1.330 4.932
H -9.261 -1.674 0.879
H -8.927 -1.581 -0.851
H -10.518 -1.128 -0.245
H -6.867 0.191 1.578
H -6.756 1.804 0.850
H -6.416 0.368 -0.121
H -10.327 1.705 -1.533
H -8.728 1.378 -2.194
H -8.968 2.773 -1.141
*
```

Values from the calculation:
- relative energy (zero: lowest compared OMol25 entry of this formula, charge and spin) (kcal per mole) = 0.0
- expectation value of S² = 6.01
- HOMO energy (alpha / beta) (eV) = -14.827 / -15.416
- largest force on an atom (hartree/bohr) = 0.002

***

(9)
C4H11NS | ωB97M-V/def2-TZVPD

Geometry as ORCA input:
```
! RIJCOSX wB97M-V def2-TZVPD def2/J DEFGRID3
* xyz 0 1
C 2.559 -0.496 -0.605
N 1.868 0.216 0.441
C 0.580 -0.344 0.791
C -0.489 0.221 -0.175
C -0.672 1.712 -0.166
S -1.988 -0.704 -0.143
H 2.567 -1.588 -0.386
H 2.021 -0.436 -1.581
H 3.571 -0.088 -0.753
H 2.362 0.496 1.201
H 0.427 -0.008 1.809
H 0.566 -1.455 0.689
H -0.068 -0.077 -1.122
H -1.244 2.085 0.681
H -1.032 2.176 -1.096
H 0.297 2.187 -0.225
H -2.598 -0.096 0.916
*
```

Values from the calculation:
- SMILES = CNC[C@H](C)S
- relative energy (zero: lowest compared OMol25 entry of this formula, charge and spin) (kcal per mole) = 18.1
- HOMO energy (eV) = -8.590
- largest force on an atom (hartree/bohr) = 0.067